Record 1
Formula: C34H30BBr4N3O4OsSb
Source: OMol25
Level of theory: ωB97M-V with the def2-TZVPD basis set

The geometry in XYZ format:
```
78
Properties=species:S:1:pos:R:3:forces:R:3
Os -0.36482 -0.07440 0.03369 0.0 0.5 0.4
C -2.42550 -1.51047 2.19648 0.1 0.0 0.1
C -1.29674 -0.80467 2.88591 0.0 0.1 -0.2
C -1.23206 -0.86461 4.27270 0.0 0.0 0.1
C -0.20976 -0.25276 4.96104 0.0 0.0 0.0
C 0.73786 0.44723 4.23168 -0.1 -0.1 0.1
C 0.63292 0.51843 2.85433 0.0 0.0 0.0
N -0.36542 -0.10852 2.17946 -0.1 0.0 0.0
Sb 2.16730 1.77585 2.01710 -0.1 -0.1 -0.1
C 0.86856 2.91440 0.75160 -0.1 -0.1 -0.1
C 1.09107 4.27963 0.81540 0.0 0.0 0.0
C 0.31295 5.12657 0.04265 0.0 0.1 0.0
C -0.65004 4.56587 -0.76739 0.0 0.1 0.0
C -0.83096 3.18520 -0.80056 0.1 -0.2 0.1
C -1.87977 2.61164 -1.70611 0.1 0.0 0.1
N -0.07951 2.35886 -0.03565 -0.1 0.1 -0.1
C 2.97021 0.44162 0.54653 -0.2 -0.1 -0.1
C 4.34226 0.26848 0.61694 0.0 0.0 0.0
C 4.95662 -0.56487 -0.30531 0.1 0.0 0.0
C 4.17495 -1.18365 -1.25528 0.1 0.0 0.0
C 2.79846 -0.97662 -1.27895 -0.2 0.1 0.2
C 1.97291 -1.66028 -2.32633 0.1 0.0 0.2
N 2.20300 -0.16065 -0.37978 0.2 -0.3 -0.2
H -3.10392 -1.92000 2.94099 0.0 0.0 0.0
H -2.06246 -2.34407 1.59225 0.0 0.0 0.0
H -2.98670 -0.85103 1.54003 0.0 0.0 0.0
H -2.00146 -1.41412 4.79789 0.0 0.0 0.0
H -0.15495 -0.30950 6.04103 0.0 0.0 0.0
H 1.55437 0.95100 4.73230 0.0 0.0 0.0
H 1.86232 4.67349 1.46558 0.0 0.0 0.0
H 0.45741 6.20082 0.07401 0.0 -0.1 0.0
H -1.27810 5.18826 -1.39108 0.0 0.0 0.0
H -2.43002 3.40925 -2.20214 0.0 0.0 0.0
H -2.58694 2.00764 -1.13691 0.1 0.0 0.0
H -1.41539 1.98700 -2.47121 0.0 0.1 0.1
H 4.91911 0.77268 1.38175 0.0 0.0 0.0
H 6.02651 -0.72872 -0.27938 0.0 0.0 0.0
H 4.61952 -1.83902 -1.99277 0.0 0.0 0.0
H 2.60831 -2.23711 -2.99517 0.0 0.0 0.0
H 1.41079 -0.93790 -2.90693 0.0 0.1 0.0
H 1.24968 -2.34412 -1.87844 0.0 0.0 0.0
Br -6.10529 -1.56664 -4.08975 0.0 0.0 -0.1
C -4.41198 -1.12294 -3.43109 0.2 0.0 -0.2
C -3.27605 -1.10407 -4.32557 -0.2 0.0 0.1
Br -3.51756 -1.50990 -6.13260 -0.1 0.0 0.0
C -2.02087 -0.79833 -3.86116 0.0 0.0 -0.1
Br -0.50624 -0.74362 -4.97256 -0.1 0.0 0.0
C -1.82430 -0.51136 -2.49401 -0.2 -0.2 0.1
O -0.68233 -0.23328 -1.99656 0.3 0.3 -0.1
C -2.96710 -0.49761 -1.58916 0.0 -0.1 -0.3
O -2.75824 -0.17319 -0.39300 0.1 0.1 0.1
C -4.25613 -0.82251 -2.10923 0.1 0.0 0.2
Br -5.66525 -0.82043 -0.87445 0.0 0.0 0.0
C -0.90515 -7.96020 -2.61002 0.0 0.0 -0.1
C -1.05880 -7.95457 -1.08262 0.0 0.0 0.0
C -2.54501 -8.09381 -0.72190 0.0 0.0 0.0
C -0.31041 -9.16236 -0.51994 0.0 -0.1 0.0
C -0.52705 -6.63258 -0.52414 0.0 0.0 0.0
C 0.50772 -6.57505 0.41056 0.1 0.0 0.0
C 0.99560 -5.37014 0.92532 0.1 -0.1 0.1
C 0.40523 -4.22174 0.46704 0.1 0.2 0.1
O 0.67207 -2.90085 0.80228 -0.1 -0.1 -0.1
B -0.21790 -2.14494 0.04137 0.1 -0.4 0.0
O -1.01704 -2.96711 -0.75375 0.1 -0.1 0.1
C -0.61642 -4.26208 -0.45819 -0.2 0.2 -0.1
C -1.10545 -5.43543 -0.96788 -0.1 -0.1 -0.1
H -1.27941 -8.90245 -3.02039 0.0 0.1 0.0
H 0.14582 -7.85667 -2.89319 -0.1 0.0 0.0
H -1.46484 -7.14652 -3.07826 0.0 -0.1 0.0
H -2.94146 -9.03327 -1.11855 0.0 0.1 0.0
H -3.14050 -7.27644 -1.13721 0.0 -0.1 0.0
H -2.68034 -8.09567 0.36297 0.0 0.0 -0.1
H -0.72452 -10.07433 -0.95623 0.0 0.0 0.0
H -0.41706 -9.23680 0.56576 0.0 0.0 -0.1
H 0.75473 -9.13042 -0.76604 -0.1 0.0 0.0
H 0.96251 -7.49329 0.76049 0.0 0.1 0.0
H 1.80129 -5.34701 1.65090 -0.1 0.0 -0.1
H -1.91174 -5.41952 -1.69490 0.1 0.0 0.1
```
Positions in Å, forces in eV/Å.

Output
Charge ... +1
Multiplicity ... 5
E_LUMO (alpha / beta) ... -2.813 / -4.572 eV

---

Record 2
Formula: C5H7NO
Source: OMol25
Level of theory: ωB97M-V with the def2-TZVPD basis set

The geometry in XYZ format:
```
14
Properties=species:S:1:pos:R:3:forces:R:3
C -0.73717 0.64849 1.44065 0.1 0.3 0.2
C 0.10706 -0.20761 0.48438 -0.4 -0.3 -0.1
C 1.32867 -0.80664 1.08095 0.5 -0.4 0.3
N 2.23801 -1.37006 1.53000 -1.1 0.9 -0.6
C 0.35063 0.40988 -0.91712 0.0 -0.2 0.2
C -0.23525 -0.50236 -2.01093 -0.2 -0.2 0.1
O -0.79209 -1.55610 -1.80302 0.4 0.8 0.0
H -0.64597 0.28820 2.46743 0.0 0.0 -0.1
H -1.80623 0.60561 1.17539 0.5 0.0 -0.1
H -0.42117 1.68618 1.40490 0.0 0.2 0.2
H -0.56258 -1.04530 0.30805 0.3 -0.5 -0.2
H -0.10190 1.41951 -0.98899 0.0 -0.5 -0.1
H 1.42552 0.57364 -1.11749 -0.4 -0.2 0.0
H -0.14753 -0.14344 -3.05419 0.1 0.1 0.1
```
Positions in Å, forces in eV/Å.

Output
Charge ... 0
SMILES ... C[C@H](C#N)CC=O
Multiplicity ... 1
E_LUMO ... 0.721 eV
ΔE to the lowest compared entry with this formula, charge and spin ... 1.010 eV

---

It is found that the E_tot values, taken in the order of the records, are -338251.420, -8835.193 eV.